Record 1
ORCA calculation (the ωB97M-V functional and the def2-TZVPD basis) on a single CH6N4 molecule at a distorted geometry.

Last column: Löwdin charge in e.
Cartesian coordinates (Å):
C 0.8263 -0.2990 0.1716  -0.251
H 0.2430 1.1938 -2.3637  0.060
H 0.8763 2.0277 -1.0261  0.090
H -1.1297 0.3807 -0.2518  0.095
H 1.8085 -0.0511 -0.1549  0.096
H -1.4055 -1.2757 0.6947  0.086
H -0.9225 -1.6261 2.2982  0.072
N 0.0923 1.4359 -1.3941  -0.030
N -0.2045 0.2378 -0.6655  -0.109
N 0.5969 -1.0126 1.1950  -0.058
N -0.7811 -1.0115 1.4965  -0.050

Output
ΔE to the lowest compared entry with this formula, charge and spin: 1.566 eV
LUMO: 1.12 eV
E_HOMO: -8.496 eV
SMILES: N/N=C\NN
M: 74.09 g mol⁻¹
Total energy: -260.64428 hartree
Charge: 0

Record 2
ORCA calculation (the ωB97M-V functional and the def2-TZVPD basis) on a molecular structure, C29H74BeN5O9 at a distorted geometry.

Last column: Löwdin charge in e.
Cartesian coordinates (Å):
Be 2.0761 -1.1020 2.2603  0.431
C 0.8411 0.6790 -0.9353  -0.047
C 0.2569 -0.1353 0.2350  -0.391
C -0.1704 -1.4468 -0.3912  -0.085
O 1.1992 -0.4523 1.2346  -0.221
H 1.7236 0.1443 -1.2865  0.067
H 1.2603 1.5873 -0.5024  0.033
H 0.0753 0.7739 -1.7051  0.073
H -0.6298 0.4403 0.5009  0.105
H -1.0010 -1.3200 -1.0855  0.047
H -0.3240 -2.2327 0.3483  0.023
H 0.5770 -1.9430 -1.0103  0.114
C -1.6267 5.3959 2.3754  -0.118
O -1.9677 4.1061 1.9134  -0.176
C -0.8924 3.1409 1.7546  -0.162
C -0.5341 3.2484 0.2471  -0.253
N 0.5383 4.2436 -0.0175  -0.025
C 1.3533 4.0029 -1.2224  -0.132
C 0.5290 3.6802 -2.5809  -0.159
O 0.0911 4.8821 -3.1702  -0.230
C 0.9935 5.7269 -3.7260  -0.135
H -1.5578 5.5916 3.4454  0.078
H -2.3160 6.1465 1.9886  0.091
H -0.6150 5.6607 2.0682  0.073
H -1.3582 2.1729 1.9394  0.114
H -0.0093 3.1763 2.3926  0.091
H -1.3569 3.3852 -0.4546  0.105
H -0.1365 2.2419 0.1174  0.041
H 0.0401 5.1221 -0.0014  0.098
H 1.9479 3.1385 -0.9270  0.080
H 2.1371 4.7495 -1.3506  0.104
H -0.2162 2.8859 -2.5397  0.022
H 1.3010 3.2899 -3.2440  0.126
H 1.4094 5.2301 -4.6025  0.094
H 1.8030 5.9428 -3.0287  0.079
H 0.7191 6.7165 -4.0913  0.099
C 3.5776 -0.8035 -0.5254  -0.058
O 3.9557 -1.4631 0.6859  -0.196
C 4.3154 -2.8217 0.6390  -0.192
C 3.3978 -3.5766 1.5675  -0.159
N 1.9991 -3.0708 1.3719  -0.013
C 1.2095 -3.7945 2.4243  -0.124
C -0.2368 -3.1786 2.5140  -0.207
O -0.0848 -1.9705 3.2023  -0.243
C -1.3019 -1.2006 3.2909  -0.050
H 4.3900 -0.9762 -1.2314  0.105
H 3.4678 0.2809 -0.5203  0.098
H 2.6385 -1.2138 -0.8967  0.068
H 5.3836 -2.8362 0.8553  0.136
H 4.2174 -3.2303 -0.3667  0.131
H 3.6863 -3.4262 2.6078  0.120
H 3.2558 -4.6423 1.3881  0.129
H 1.7185 -3.3818 0.4528  0.129
H 1.6325 -3.9901 3.4097  0.125
H 1.0511 -4.7792 1.9845  0.122
H -0.8910 -3.8773 3.0353  0.123
H -0.7325 -3.1865 1.5433  0.069
H -1.0736 -0.1633 3.5358  0.086
H -1.9627 -1.5826 4.0690  0.093
H -1.9129 -1.0580 2.3996  0.099
C -3.0987 -3.3283 2.5658  -0.026
O -2.2170 -2.5757 1.6886  -0.413
C -2.5688 -2.2898 0.3214  -0.148
C -1.8630 -3.4282 -0.3920  -0.241
N -2.2657 -3.4092 -1.8060  -0.009
C -1.8133 -4.6456 -2.4510  -0.197
C -1.7937 -4.4588 -3.9539  -0.250
O -0.8803 -3.4852 -4.4466  -0.206
C -0.9317 -3.4365 -5.9259  -0.056
H -3.0273 -4.3997 2.3784  0.101
H -4.1082 -2.9517 2.4008  0.108
H -2.7377 -3.0849 3.5651  0.076
H -2.2815 -1.2767 0.0401  0.109
H -3.6257 -2.4466 0.1060  0.135
H -2.0874 -4.4287 -0.0222  0.137
H -0.8420 -3.1960 -0.0891  0.047
H -1.6088 -2.7552 -2.2071  0.076
H -2.3383 -5.5512 -2.1472  0.127
H -0.7717 -4.7952 -2.1668  0.118
H -2.7266 -4.1523 -4.4270  0.121
H -1.6601 -5.4681 -4.3433  0.117
H -1.9092 -3.1170 -6.2870  0.084
H -0.7867 -4.4675 -6.2485  0.082
H -0.1544 -2.7926 -6.3373  0.086
C 2.1007 0.6243 6.0380  -0.039
C 1.6306 0.3679 4.5903  -0.372
C 2.7611 0.9360 3.7019  -0.173
O 2.3855 0.7183 2.3971  -0.195
C 1.5302 1.7690 1.8447  -0.023
N 1.4224 -1.0442 4.2910  0.090
H 2.0929 1.7014 6.2053  0.087
H 2.9911 0.0895 6.3685  0.092
H 1.1906 0.3635 6.5781  0.081
H 0.6698 0.8630 4.4494  0.140
H 3.7080 0.4193 3.8587  0.146
H 2.8274 1.9885 3.9776  0.140
H 1.7338 1.7866 0.7740  0.070
H 1.8292 2.8079 1.9836  0.120
H 0.5137 1.6415 2.2170  0.076
H 0.7191 -1.5130 4.8439  0.133
H 2.3350 -1.4590 4.4145  0.104
C -2.0001 0.3405 -2.7209  -0.020
C -1.6546 1.8124 -2.3309  -0.388
C -2.6616 2.7743 -2.9124  -0.135
O -2.8112 2.8598 -4.3979  -0.147
C -1.5640 3.4171 -4.9589  -0.072
N -1.5213 1.8757 -0.8499  -0.060
H -2.8512 0.0935 -2.0863  0.085
H -1.1841 -0.3399 -2.4773  0.044
H -2.2523 0.0159 -3.7304  0.089
H -0.7126 2.0388 -2.8303  0.058
H -2.4236 3.7918 -2.6024  0.126
H -3.6550 2.6107 -2.4945  0.133
H -1.1454 4.3635 -4.6166  0.076
H -1.5260 3.4224 -6.0483  0.089
H -0.7691 2.6813 -4.8371  0.079
H -2.4437 2.0528 -0.4784  0.129
H -1.0282 1.1427 -0.3604  0.014

Output
LUMO: -2.52 eV
E_HOMO: -8.821 eV
M: 645.95 g mol⁻¹
Total energy: -2114.01997 hartree
Charge: +1

Record 3
ORCA calculation (the ωB97M-V functional and the def2-TZVPD basis) on a single C4H5O2P molecule at a distorted geometry.

Last column: Löwdin charge in e.
Cartesian coordinates (Å):
C -0.4372 -0.5922 0.1512  -0.153
C 0.7353 0.1410 0.4737  -0.143
C -1.7756 -0.2744 0.0271  -0.769
C 1.6594 0.6286 -0.3424  -0.228
O -2.6115 -1.3454 -0.2498  -0.133
O 2.8509 0.9480 0.1735  -0.055
P -2.6387 1.2973 0.0559  0.771
H -0.2634 -1.6811 0.1378  0.123
H 0.8844 -0.1072 1.5699  0.148
H -3.5951 -1.3287 -0.0663  0.109
H 3.5262 1.4655 -0.4922  0.191
H 1.6652 0.8486 -1.4384  0.139

Output
ΔE to the lowest compared entry with this formula, charge and spin: 4.255 eV
LUMO (spin up / spin down): -1.12 / -1.22 eV
E_HOMO (spin up / spin down): -7.682 / -8.324 eV
M: 116.06 g mol⁻¹
Total energy: -647.07230 hartree
Charge: 0

Record 4
ORCA calculation (the ωB97M-V functional and the def2-TZVPD basis) on a molecular structure, C24H26EuN4Si at a distorted geometry.

Last column: Löwdin charge in e.
Cartesian coordinates (Å):
C -1.0242 0.4919 -0.1422  -0.236
C -1.7261 -0.7550 -0.1326  -0.204
C -1.7828 -1.2250 1.2205  -0.190
H -2.2012 -1.2307 -0.9951  0.080
C -1.1600 -0.2428 2.0568  -0.213
C -0.6935 0.8146 1.2154  -0.242
H -0.1539 1.6958 1.5519  0.092
H -0.8278 1.1134 -1.0183  0.095
H -2.2772 -2.1469 1.5429  0.094
H -1.0329 -0.3268 3.1422  0.088
Eu 0.9944 -1.2154 0.4556  1.769
C 1.8101 -2.7090 -1.0734  -0.271
H 1.6043 -1.7777 -1.6538  -0.063
H 2.3756 -3.3878 -1.7163  0.010
H 0.8540 -3.1733 -0.7301  -0.059
Si -0.4960 -2.5141 -4.1835  0.719
C -0.9139 -0.8149 -4.7815  -0.339
C -1.8872 -0.0257 -4.1409  -0.109
H -2.2982 -0.3456 -3.1773  0.086
C -2.3231 1.1696 -4.7326  -0.078
H -3.0836 1.7686 -4.2223  0.107
C -1.7659 1.5823 -5.9503  -0.083
H -2.0940 2.5131 -6.4057  0.103
C -0.7455 0.8378 -6.5626  -0.083
H -0.2580 1.1959 -7.4757  0.107
C -0.3177 -0.3586 -5.9792  -0.114
H 0.4621 -0.9616 -6.4570  0.099
C -1.8370 -3.2097 -3.1270  -0.346
C -3.1562 -3.1058 -3.6163  -0.102
H -3.3270 -2.6708 -4.6089  0.112
C -4.2405 -3.5333 -2.8406  -0.069
H -5.2619 -3.4412 -3.2264  0.111
C -4.0015 -4.0602 -1.5650  -0.077
H -4.8380 -4.3788 -0.9428  0.106
C -2.6870 -4.1913 -1.0904  -0.096
H -2.5044 -4.5788 -0.0840  0.103
C -1.5985 -3.8195 -1.8876  -0.131
H -0.5694 -3.9976 -1.5671  0.064
H 0.8109 -2.6080 -3.5192  -0.039
H -0.6360 -3.2452 -5.4063  -0.015
N 3.5504 1.3270 2.9791  0.114
C 2.7744 1.2286 4.1252  -0.030
C 1.8307 0.2758 3.8325  -0.094
N 2.0160 -0.1899 2.5314  -0.021
C 3.0791 0.4753 2.0317  -0.272
C 3.6244 0.4140 0.6836  -0.264
N 2.9717 -0.0090 -0.4154  -0.032
C 3.8592 0.0894 -1.4787  -0.085
C 5.0132 0.6755 -1.0382  -0.039
N 4.8565 0.8875 0.3262  0.120
H 4.3305 1.9497 2.8519  0.159
H 2.9333 1.8478 4.9997  0.129
H 1.0448 -0.1069 4.4683  0.112
H 3.5891 -0.2922 -2.4611  0.124
H 5.8934 0.9675 -1.5827  0.125
H 5.5535 1.2852 0.9529  0.169

Output
Multiplicity: 7
LUMO (spin up / spin down): -4.08 / -3.21 eV
E_HOMO (spin up / spin down): -10.949 / -10.876 eV
M: 550.55 g mol⁻¹
Total energy: -2148.71697 hartree
<S²>: 12.272
Charge: +1

Record 5
ORCA calculation (the ωB97M-V functional and the def2-TZVPD basis) on 14 unconnected molecules or ions with the total composition C23H23Cl52NO2PS at a distorted geometry.

Last column: Löwdin charge in e.
Cartesian coordinates (Å):
C -2.3722 0.3614 -4.9763  -0.105
O -1.9567 -0.9735 -5.2188  -0.200
C -0.6254 -1.1476 -5.6816  -0.229
C 0.3045 -1.6052 -4.5511  -0.177
C 0.0271 -3.0598 -4.1104  -0.230
C 1.2163 -3.6914 -3.3537  -0.193
C 0.7927 -4.5449 -2.1276  -0.197
C 2.0154 -4.9325 -1.2734  -0.092
N 2.0945 -4.3474 0.1211  -0.017
C 2.9671 -5.3120 0.9498  -0.118
O 2.0380 -6.2564 1.3637  -0.094
C 1.0346 -5.4458 1.9976  -0.455
P -0.4773 -6.4196 2.4280  0.374
S -0.4639 -7.1210 4.2257  0.177
C 0.8279 -4.3240 0.9429  -0.097
H -3.3804 0.5018 -5.3973  0.086
H -2.4131 0.5764 -3.8942  0.077
H -1.6995 1.0936 -5.4523  0.088
H -0.6686 -1.9536 -6.4390  0.125
H -0.2441 -0.2410 -6.1800  0.120
H 1.3453 -1.5412 -4.9248  0.122
H 0.2182 -0.9187 -3.6900  0.110
H -0.8773 -3.0853 -3.4879  0.056
H -0.1742 -3.6373 -5.0288  0.081
H 1.8389 -4.2936 -4.0338  0.120
H 1.8669 -2.8738 -2.9777  0.111
H 0.0449 -3.9644 -1.5742  0.065
H 0.3392 -5.4828 -2.4763  0.061
H 2.9291 -4.5757 -1.7807  0.141
H 2.1061 -6.0247 -1.1721  0.139
H 2.5811 -3.4462 0.1361  0.166
H 3.3950 -4.7324 1.7881  0.157
H 3.7711 -5.7627 0.3479  0.163
H 1.4665 -5.0508 2.9306  0.113
H -1.5278 -5.5185 2.2106  -0.072
H -0.5102 -7.3908 1.4127  0.006
H -0.0788 -4.3661 0.3366  0.068
H 0.7846 -3.3561 1.4610  0.103
C -2.0842 -6.3251 -4.9760  -2.034
Cl -2.7701 -5.0768 -6.0099  0.561
Cl -3.0269 -7.8036 -5.0981  0.558
Cl -0.4075 -6.6434 -5.4572  0.537
Cl -2.0898 -5.7529 -3.2947  0.554
C -2.9289 -1.9176 0.2014  -1.999
Cl -2.7430 -0.4986 1.2409  0.480
Cl -4.5716 -2.0176 -0.3692  0.566
Cl -1.8172 -1.7730 -1.1652  0.570
Cl -2.4911 -3.3643 1.1575  0.544
C 1.7461 -0.5322 3.0747  -2.018
Cl 2.1739 0.9055 3.9789  0.546
Cl 0.0740 -0.4152 2.4940  0.495
Cl 2.8385 -0.7060 1.6860  0.483
Cl 1.8955 -1.9585 4.1294  0.531
C 0.6479 4.0114 6.3286  -2.043
Cl 2.3362 3.6982 5.8887  0.499
Cl 0.2678 3.1960 7.8427  0.524
Cl 0.3948 5.7483 6.5026  0.537
Cl -0.3915 3.3921 5.0392  0.484
C 4.2275 1.4700 -1.5379  -2.034
Cl 4.3776 -0.2572 -1.1044  0.431
Cl 4.1940 2.4271 -0.0567  0.542
Cl 5.6184 1.9262 -2.5082  0.518
Cl 2.7349 1.7221 -2.4370  0.540
C -5.3762 4.4300 -4.0126  -2.055
Cl -6.1940 5.4497 -2.8274  0.530
Cl -3.6974 4.9537 -4.1873  0.519
Cl -5.4090 2.7497 -3.4515  0.483
Cl -6.1981 4.5443 -5.5673  0.540
C -3.0855 4.0880 1.9517  -2.020
Cl -2.1760 4.8542 0.6493  0.539
Cl -2.9049 5.0259 3.4299  0.492
Cl -4.7856 3.9841 1.5081  0.518
Cl -2.4407 2.4574 2.2449  0.473
C -8.1787 5.4358 4.3551  -2.053
Cl -6.4503 5.1847 4.0731  0.475
Cl -8.6371 4.7151 5.8990  0.534
Cl -8.5244 7.1655 4.3790  0.534
Cl -9.0916 4.6673 3.0496  0.517
C 9.4458 3.6700 -2.5436  -2.050
Cl 11.0945 3.2972 -3.0442  0.536
Cl 9.0474 2.7662 -1.0776  0.502
Cl 9.2937 5.3974 -2.2245  0.540
Cl 8.3225 3.2144 -3.8373  0.494
C -8.2281 0.6019 -0.0505  -2.046
Cl -7.4981 1.7073 -1.2154  0.495
Cl -7.7072 1.0424 1.5814  0.517
Cl -9.9843 0.6724 -0.1556  0.549
Cl -7.6782 -1.0450 -0.4065  0.493
C 3.7547 4.5560 10.3884  -2.052
Cl 2.4518 5.1776 9.3717  0.490
Cl 5.2627 4.5446 9.4657  0.521
Cl 3.9402 5.5770 11.8133  0.537
Cl 3.3620 2.9053 10.8896  0.519
C -3.0709 8.9961 1.6382  -2.055
Cl -3.1567 8.6123 -0.0850  0.515
Cl -4.1973 7.9671 2.5265  0.494
Cl -1.4284 8.6974 2.2247  0.516
Cl -3.4889 10.6915 1.8854  0.538
C 9.3793 -1.4665 -1.4089  -2.055
Cl 10.0952 -0.7610 -2.8565  0.532
Cl 10.1479 -0.7949 0.0310  0.528
Cl 7.6440 -1.1034 -1.3700  0.469
Cl 9.6054 -3.2196 -1.4348  0.523

Output
LUMO: -2.66 eV
E_HOMO: -11.501 eV
M: 2252.04 g mol⁻¹
Total energy: -25764.49848 hartree
Charge: +1

Repeat the fourth record exactly.
ORCA calculation (the ωB97M-V functional and the def2-TZVPD basis) on a molecular structure, C24H26EuN4Si at a distorted geometry.

Last column: Löwdin charge in e.
Cartesian coordinates (Å):
C -1.0242 0.4919 -0.1422  -0.236
C -1.7261 -0.7550 -0.1326  -0.204
C -1.7828 -1.2250 1.2205  -0.190
H -2.2012 -1.2307 -0.9951  0.080
C -1.1600 -0.2428 2.0568  -0.213
C -0.6935 0.8146 1.2154  -0.242
H -0.1539 1.6958 1.5519  0.092
H -0.8278 1.1134 -1.0183  0.095
H -2.2772 -2.1469 1.5429  0.094
H -1.0329 -0.3268 3.1422  0.088
Eu 0.9944 -1.2154 0.4556  1.769
C 1.8101 -2.7090 -1.0734  -0.271
H 1.6043 -1.7777 -1.6538  -0.063
H 2.3756 -3.3878 -1.7163  0.010
H 0.8540 -3.1733 -0.7301  -0.059
Si -0.4960 -2.5141 -4.1835  0.719
C -0.9139 -0.8149 -4.7815  -0.339
C -1.8872 -0.0257 -4.1409  -0.109
H -2.2982 -0.3456 -3.1773  0.086
C -2.3231 1.1696 -4.7326  -0.078
H -3.0836 1.7686 -4.2223  0.107
C -1.7659 1.5823 -5.9503  -0.083
H -2.0940 2.5131 -6.4057  0.103
C -0.7455 0.8378 -6.5626  -0.083
H -0.2580 1.1959 -7.4757  0.107
C -0.3177 -0.3586 -5.9792  -0.114
H 0.4621 -0.9616 -6.4570  0.099
C -1.8370 -3.2097 -3.1270  -0.346
C -3.1562 -3.1058 -3.6163  -0.102
H -3.3270 -2.6708 -4.6089  0.112
C -4.2405 -3.5333 -2.8406  -0.069
H -5.2619 -3.4412 -3.2264  0.111
C -4.0015 -4.0602 -1.5650  -0.077
H -4.8380 -4.3788 -0.9428  0.106
C -2.6870 -4.1913 -1.0904  -0.096
H -2.5044 -4.5788 -0.0840  0.103
C -1.5985 -3.8195 -1.8876  -0.131
H -0.5694 -3.9976 -1.5671  0.064
H 0.8109 -2.6080 -3.5192  -0.039
H -0.6360 -3.2452 -5.4063  -0.015
N 3.5504 1.3270 2.9791  0.114
C 2.7744 1.2286 4.1252  -0.030
C 1.8307 0.2758 3.8325  -0.094
N 2.0160 -0.1899 2.5314  -0.021
C 3.0791 0.4753 2.0317  -0.272
C 3.6244 0.4140 0.6836  -0.264
N 2.9717 -0.0090 -0.4154  -0.032
C 3.8592 0.0894 -1.4787  -0.085
C 5.0132 0.6755 -1.0382  -0.039
N 4.8565 0.8875 0.3262  0.120
H 4.3305 1.9497 2.8519  0.159
H 2.9333 1.8478 4.9997  0.129
H 1.0448 -0.1069 4.4683  0.112
H 3.5891 -0.2922 -2.4611  0.124
H 5.8934 0.9675 -1.5827  0.125
H 5.5535 1.2852 0.9529  0.169

Output
Multiplicity: 7
LUMO (spin up / spin down): -4.08 / -3.21 eV
E_HOMO (spin up / spin down): -10.949 / -10.876 eV
M: 550.55 g mol⁻¹
Total energy: -2148.71697 hartree
<S²>: 12.272
Charge: +1

Question: Which formula does entry 2 have?
Answer: C29H74BeN5O9

Question: charge of number 5 (C23H23Cl52NO2PS)?
Answer: +1